# 1
{
  "formula": "C3H6Cl2N2O",
  "method": "the ωB97M-V functional and the def2-TZVPD basis",
  "e_lumo_ev": 0.31,
  "relative_energy_kj_mol": 162.9,
  "smiles": "CN(N)C(=O)C(Cl)Cl",
  "e_tot_ha": -1222.9562,
  "homo_lumo_gap_ha": 0.3613,
  "homo_ha": -0.3498,
  "elements": ["C", "N", "N", "C", "O", "C", "Cl", "Cl", "H", "H", "H", "H", "H", "H"],
  "xyz": [[-0.060, 1.797, -0.634], [0.384, 0.421, -0.501], [-0.255, -0.533, -1.252], [0.468, -0.080, 1.105], [0.686, 0.671, 2.010], [0.116, -1.523, 1.016], [1.017, -2.363, 2.283], [-1.607, -1.855, 1.211], [-1.217, 2.087, -0.421], [0.678, 2.269, 0.072], [0.243, 2.196, -1.521], [-1.249, -0.596, -1.344], [0.215, -0.521, -2.137], [0.583, -1.970, 0.112]],
  "lowdin_charge": [-0.105, -0.195, -0.048, -0.418, 0.111, -1.081, 0.608, 0.632, 0.137, 0.094, 0.027, 0.073, 0.094, 0.071]
}


# 2
{
  "formula": "C3H6Cl2O2",
  "method": "the ωB97M-V functional and the def2-TZVPD basis",
  "e_lumo_ev": [0.69, -0.78],
  "spin_multiplicity": 3,
  "relative_energy_kj_mol": 0.0,
  "e_tot_ha": -1188.5969,
  "homo_lumo_gap_ha": [0.2471, 0.3756],
  "homo_ha": [-0.2218, -0.4043],
  "elements": ["C", "C", "C", "O", "O", "Cl", "Cl", "H", "H", "H", "H", "H", "H"],
  "xyz": [[-1.258, 0.327, 0.942], [0.426, -0.714, -1.355], [0.120, 0.731, 0.599], [1.560, -1.373, -1.059], [0.250, 2.029, 0.201], [-0.951, -1.755, -1.441], [1.332, 0.036, 1.580], [-1.548, 0.360, 1.980], [-1.441, -0.701, 0.608], [-1.659, 1.118, 0.304], [0.672, -0.125, -2.259], [1.320, -2.051, -0.379], [1.176, 2.119, 0.280]],
  "lowdin_spin": [0.071, 0.624, 0.611, 0.185, 0.176, 0.138, 0.123, 0.022, 0.012, 0.000, 0.033, 0.004, 0.003]
}


# 3
{
  "formula": "C3H6Cl2Si",
  "method": "the ωB97M-V functional and the def2-TZVPD basis",
  "e_lumo_ev": 0.70,
  "relative_energy_kj_mol": 65.6,
  "smiles": "C=C[Si](C)(Cl)Cl",
  "e_tot_ha": -1327.8561,
  "homo_lumo_gap_ha": 0.4058,
  "homo_ha": -0.3799,
  "elements": ["C", "C", "Si", "C", "Cl", "Cl", "H", "H", "H", "H", "H", "H"],
  "xyz": [[1.140, -0.468, -1.578], [0.209, 0.417, -1.315], [-1.001, 0.184, 0.081], [0.059, 0.051, 1.835], [-2.242, -1.378, -0.234], [-2.070, 1.865, 0.116], [1.985, -0.273, -2.269], [1.078, -1.480, -1.108], [0.049, 1.323, -1.989], [-0.641, -0.335, 2.550], [0.800, -0.783, 1.559], [0.635, 0.878, 2.353]],
  "lowdin_charge": [-0.091, -0.336, -0.322, -0.205, 0.339, 0.348, 0.067, 0.067, 0.079, -0.018, 0.030, 0.042]
}


# 4
{
  "formula": "C3H6Cl6",
  "method": "the ωB97M-V functional and the def2-TZVPD basis",
  "e_lumo_ev": 0.61,
  "relative_energy_kj_mol": 39.0,
  "smiles": "ClCCl.ClCCl.ClCCl",
  "e_tot_ha": -2879.0340,
  "homo_lumo_gap_ha": 0.4172,
  "homo_ha": -0.3946,
  "elements": ["Cl", "C", "Cl", "H", "H", "Cl", "C", "Cl", "H", "H", "Cl", "C", "Cl", "H", "H"],
  "xyz": [[-4.395, -0.489, -0.161], [-3.484, -0.299, 1.302], [-4.543, 0.395, 2.500], [-3.200, -1.279, 1.685], [-2.660, 0.406, 1.191], [-0.631, -1.996, 0.781], [0.416, -1.980, -0.671], [-0.268, -1.060, -2.016], [1.469, -1.731, -0.537], [0.485, -3.007, -1.028], [2.474, 0.926, -1.226], [3.436, 2.227, -0.450], [3.628, 3.577, -1.571], [2.908, 2.608, 0.424], [4.364, 1.702, -0.223]],
  "lowdin_charge": [0.524, -1.127, 0.509, -0.008, 0.023, 0.532, -1.022, 0.498, 0.005, 0.019, 0.484, -0.996, 0.507, 0.028, 0.024]
}


# 5
{
  "formula": "C3H6ClF",
  "method": "the ωB97M-V functional and the def2-TZVPD basis",
  "e_lumo_ev": 0.77,
  "relative_energy_kj_mol": 313.8,
  "e_tot_ha": -677.8377,
  "homo_lumo_gap_ha": 0.3469,
  "homo_ha": -0.3187,
  "elements": ["C", "C", "C", "F", "Cl", "H", "H", "H", "H", "H", "H"],
  "xyz": [[-1.130, -0.787, 0.196], [-0.715, 0.637, 0.233], [1.525, 0.302, -0.322], [2.317, 1.135, 0.360], [1.962, -1.346, -0.001], [-0.587, -1.384, 0.915], [-0.896, -0.988, -0.855], [-2.171, -0.821, 0.396], [-1.132, 1.088, -0.702], [-0.700, 1.451, 1.062], [1.527, 0.713, -1.281]],
  "lowdin_charge": [-0.227, -0.088, -0.638, -0.078, 0.646, 0.041, 0.074, 0.059, 0.064, 0.096, 0.050]
}


# 6
{
  "formula": "C3H6ClF",
  "method": "the ωB97M-V functional and the def2-TZVPD basis",
  "e_lumo_ev": 1.02,
  "relative_energy_kj_mol": 125.8,
  "smiles": "FCCCCl",
  "e_tot_ha": -677.9093,
  "homo_lumo_gap_ha": 0.4115,
  "homo_ha": -0.3739,
  "elements": ["F", "C", "C", "C", "Cl", "H", "H", "H", "H", "H", "H"],
  "xyz": [[-1.966, -0.075, 0.704], [-0.862, 0.657, 1.041], [0.407, -0.288, 1.225], [0.750, -0.830, -0.187], [0.893, 0.257, -1.395], [-1.304, 1.236, 1.941], [-0.749, 1.358, 0.328], [1.271, 0.399, 1.434], [0.300, -1.145, 1.901], [-0.254, -1.112, -0.472], [1.478, -1.664, -0.219]],
  "lowdin_charge": [-0.064, -0.236, -0.177, -0.758, 0.698, 0.144, 0.037, 0.113, 0.112, 0.036, 0.096]
}


# 7
{
  "formula": "C3H6ClFO",
  "method": "the ωB97M-V functional and the def2-TZVPD basis",
  "e_lumo_ev": 0.76,
  "relative_energy_kj_mol": 74.4,
  "smiles": "OC[C@@H](Cl)CF",
  "e_tot_ha": -753.1791,
  "homo_lumo_gap_ha": 0.4124,
  "homo_ha": -0.3847,
  "elements": ["O", "C", "C", "Cl", "C", "F", "H", "H", "H", "H", "H", "H"],
  "xyz": [[0.975, 0.683, -1.370], [-0.282, 0.120, -1.088], [-0.442, 0.374, 0.485], [-2.149, 0.227, 0.774], [0.432, -0.460, 1.368], [0.376, -1.807, 0.878], [1.095, 0.621, -2.318], [-1.024, 0.482, -1.751], [-0.283, -1.009, -1.274], [-0.249, 1.400, 0.642], [0.079, -0.500, 2.413], [1.472, -0.133, 1.240]],
  "lowdin_charge": [-0.065, -0.281, -0.688, 0.659, -0.180, -0.093, 0.089, 0.090, 0.133, 0.083, 0.125, 0.127]
}


# 8
{
  "formula": "C3H6ClFOS2",
  "method": "the ωB97M-V functional and the def2-TZVPD basis",
  "e_lumo_ev": 0.28,
  "smiles": "OC(=S)CS.FCCl",
  "e_tot_ha": -1549.5457,
  "homo_lumo_gap_ha": 0.3302,
  "homo_ha": -0.3201,
  "elements": ["O", "C", "S", "C", "S", "H", "H", "H", "H", "F", "C", "Cl", "H", "H"],
  "xyz": [[-0.622, 0.306, -1.128], [-1.461, 0.652, -0.164], [-1.870, 2.201, 0.116], [-1.979, -0.480, 0.717], [-1.969, -2.132, -0.039], [-0.551, -0.671, -1.162], [-2.969, -0.222, 1.090], [-1.317, -0.552, 1.587], [-3.005, -1.934, -0.873], [1.281, 0.264, -0.079], [2.281, -0.195, 0.715], [3.836, -0.094, -0.136], [2.102, -1.244, 0.957], [2.350, 0.425, 1.608]],
  "lowdin_charge": [-0.065, -0.970, 0.716, -0.550, 0.748, 0.052, 0.068, 0.080, -0.113, -0.096, -0.605, 0.577, 0.078, 0.080]
}


# 9
{
  "formula": "C3H6ClIS",
  "method": "the ωB97M-V functional and the def2-TZVPD basis",
  "e_lumo_ev": -0.59,
  "relative_energy_kj_mol": 318.7,
  "e_tot_ha": -1273.8198,
  "homo_lumo_gap_ha": 0.3079,
  "homo_ha": -0.3296,
  "elements": ["C", "C", "C", "S", "Cl", "I", "H", "H", "H", "H", "H", "H"],
  "xyz": [[0.668, -1.699, 0.616], [-0.420, 1.424, 0.142], [-0.989, 0.126, -0.296], [1.973, -1.686, -0.386], [1.250, 1.647, -0.180], [-3.134, 0.143, 0.140], [0.204, -2.575, 0.220], [-0.329, -0.662, 0.226], [-0.837, 2.232, -0.415], [-0.562, 1.541, 1.194], [-0.707, 0.292, -1.318], [2.883, -0.783, 0.057]],
  "lowdin_charge": [-0.455, -0.811, -0.714, 0.731, 0.618, 0.745, -0.047, -0.088, 0.046, 0.057, 0.047, -0.130]
}


# 10
{
  "formula": "C3H6ClN3S",
  "method": "the ωB97M-V functional and the def2-TZVPD basis",
  "e_lumo_ev": 0.49,
  "relative_energy_kj_mol": 265.3,
  "smiles": "NNC(=S)N/C=C/Cl",
  "e_tot_ha": -1140.4700,
  "homo_lumo_gap_ha": 0.3287,
  "homo_ha": -0.3108,
  "elements": ["N", "N", "C", "S", "N", "C", "C", "Cl", "H", "H", "H", "H", "H", "H"],
  "xyz": [[-0.986, 1.998, 0.060], [-1.645, 0.803, -0.385], [-1.371, -0.509, -0.126], [-2.622, -1.648, -0.353], [-0.194, -0.874, 0.507], [1.004, -0.348, -0.094], [2.172, -0.887, 0.314], [3.744, -0.553, -0.433], [-0.514, 1.964, 1.020], [-0.281, 2.439, -0.759], [-2.610, 0.962, -0.580], [-0.085, -1.961, 0.577], [1.003, 0.191, -0.978], [2.384, -1.578, 1.230]],
  "lowdin_charge": [-0.026, -0.109, -0.875, 0.540, -0.019, -0.220, -0.539, 0.540, 0.108, 0.160, 0.091, 0.163, 0.083, 0.102]
}


# 11
{
  "formula": "C3H6ClN4",
  "method": "the ωB97M-V functional and the def2-TZVPD basis",
  "e_lumo_ev": -4.86,
  "relative_energy_kj_mol": 263.5,
  "smiles": "Cn1c(Cl)nn[n+]1C",
  "e_tot_ha": -796.7737,
  "homo_lumo_gap_ha": 0.3956,
  "charge": 1,
  "homo_ha": -0.5742,
  "elements": ["C", "N", "C", "Cl", "N", "N", "N", "C", "H", "H", "H", "H", "H", "H"],
  "xyz": [[-1.108, -0.866, -0.668], [0.133, -0.180, -0.584], [0.990, 0.262, -1.565], [0.996, -0.293, -3.134], [1.853, 1.112, -1.016], [1.545, 1.293, 0.237], [0.499, 0.562, 0.478], [-0.112, 0.360, 1.824], [-0.910, -1.975, -0.372], [-1.789, -0.537, 0.022], [-1.512, -0.766, -1.567], [-1.187, 0.474, 1.583], [0.097, -0.526, 2.332], [0.504, 1.081, 2.430]],
  "lowdin_charge": [0.036, -0.032, -0.707, 0.883, 0.088, 0.142, -0.116, 0.081, 0.173, 0.067, 0.058, 0.107, 0.084, 0.135]
}


# 12
{
  "formula": "C3H6ClNO",
  "method": "the ωB97M-V functional and the def2-TZVPD basis",
  "e_lumo_ev": 1.05,
  "relative_energy_kj_mol": 294.1,
  "smiles": "C=NOCCCl",
  "e_tot_ha": -708.0021,
  "homo_lumo_gap_ha": 0.4009,
  "homo_ha": -0.3625,
  "elements": ["C", "N", "O", "C", "C", "Cl", "H", "H", "H", "H", "H", "H"],
  "xyz": [[-2.498, -0.344, -0.166], [-1.615, 0.554, -0.180], [-0.461, 0.018, 0.344], [0.761, 0.775, 0.102], [1.713, -0.378, 0.087], [3.485, 0.043, -0.125], [-3.520, -0.113, -0.538], [-2.142, -1.377, 0.091], [0.745, 1.431, 0.970], [0.599, 1.388, -0.768], [1.538, -0.998, 0.954], [1.395, -1.000, -0.771]],
  "lowdin_charge": [-0.037, -0.030, -0.234, -0.236, -0.542, 0.500, 0.083, 0.098, 0.119, 0.112, 0.078, 0.088]
}


# 13
{
  "formula": "C3H6ClNSi",
  "method": "the ωB97M-V functional and the def2-TZVPD basis",
  "e_lumo_ev": -1.75,
  "relative_energy_kj_mol": 356.8,
  "e_tot_ha": -922.2699,
  "homo_lumo_gap_ha": 0.2812,
  "homo_ha": -0.3455,
  "elements": ["C", "C", "C", "N", "Si", "Cl", "H", "H", "H", "H", "H", "H"],
  "xyz": [[-0.703, 1.277, 2.546], [1.059, 0.950, -0.993], [-1.155, -1.363, -0.338], [-0.895, 2.039, 3.382], [0.463, -0.510, 0.047], [1.987, -1.665, 0.456], [1.125, 1.851, -0.415], [1.934, 0.757, -1.601], [0.451, 1.214, -1.754], [-1.176, -1.698, -1.303], [-1.209, -2.204, 0.327], [-1.879, -0.646, -0.355]],
  "lowdin_charge": [-0.392, -0.202, -0.179, -0.164, 0.361, 0.452, 0.036, 0.040, -0.012, 0.009, 0.043, 0.008]
}


# 14
{
  "formula": "C3H6CrO3",
  "method": "the ωB97M-V functional and the def2-TZVPD basis",
  "e_lumo_ev": [-13.97, -11.93],
  "spin_multiplicity": 5,
  "relative_energy_kj_mol": 339.0,
  "e_tot_ha": -1387.1958,
  "homo_lumo_gap_ha": [0.1535, 0.2283],
  "charge": 2,
  "homo_ha": [-0.6669, -0.6669],
  "elements": ["C", "C", "O", "C", "O", "Cr", "H", "H", "H", "H", "H", "O", "H"],
  "xyz": [[-0.306, -0.834, -1.370], [0.119, -0.874, 0.061], [0.454, 0.436, 0.560], [0.837, 0.567, 1.810], [1.064, 1.871, 1.898], [0.460, 2.552, -0.145], [0.202, -1.653, -1.896], [-0.195, 0.170, -1.801], [0.965, -1.544, 0.244], [1.417, 2.139, 2.757], [-0.929, -1.188, 0.541], [-1.780, -1.220, -1.285], [-2.308, -0.422, -1.373]],
  "lowdin_spin": [0.002, -0.003, -0.019, -0.002, 0.014, 4.006, 0.000, 0.001, -0.001, 0.001, -0.001, 0.001, 0.000]
}


# 15
{
  "formula": "C3H6CrO3",
  "method": "the ωB97M-V functional and the def2-TZVPD basis",
  "e_lumo_ev": [-12.42, -11.38],
  "spin_multiplicity": 5,
  "relative_energy_kj_mol": 0.0,
  "e_tot_ha": -1387.3250,
  "homo_lumo_gap_ha": [0.2707, 0.3092],
  "charge": 2,
  "homo_ha": [-0.7272, -0.7273],
  "elements": ["H", "O", "C", "O", "Cr", "O", "C", "C", "H", "H", "H", "H", "H"],
  "xyz": [[-0.667, 1.276, -0.101], [0.291, -1.593, 0.031], [0.365, -0.419, 0.200], [1.239, 0.452, -0.037], [2.883, 0.428, -0.763], [-0.904, 0.346, 0.231], [-2.167, -0.237, -0.270], [-3.286, 0.716, 0.041], [-2.244, -1.190, 0.260], [-2.031, -0.407, -1.343], [-3.352, 0.918, 1.117], [-4.221, 0.240, -0.282], [-3.178, 1.660, -0.510]],
  "lowdin_spin": [0.000, 0.013, 0.006, 0.017, 3.966, -0.002, -0.001, -0.001, 0.000, 0.000, 0.000, 0.000, 0.000]
}


# 16
{
  "formula": "C3H6CuIO3",
  "method": "the ωB97M-V functional and the def2-TZVPD basis",
  "e_lumo_ev": -2.04,
  "relative_energy_kj_mol": 39.3,
  "e_tot_ha": -2281.7671,
  "homo_lumo_gap_ha": 0.2458,
  "homo_ha": -0.3209,
  "elements": ["Cu", "I", "C", "O", "C", "O", "O", "C", "H", "H", "H", "H", "H", "H"],
  "xyz": [[1.067, 0.745, 7.160], [-0.147, 1.072, 4.600], [0.572, 0.712, -3.081], [0.417, 0.799, -1.676], [0.097, -0.308, -1.000], [-0.182, -1.447, -1.439], [-0.053, 0.058, 0.325], [-0.761, -0.781, 1.183], [-0.317, 1.150, -3.534], [0.775, -0.277, -3.492], [1.457, 1.318, -3.279], [-0.664, -1.852, 1.005], [-1.825, -0.605, 1.024], [-0.437, -0.584, 2.205]],
  "lowdin_charge": [0.248, -0.114, -0.045, 0.000, -0.501, 0.075, -0.028, -0.100, 0.099, 0.095, 0.094, 0.090, 0.100, -0.012]
}


# 17
{
  "formula": "C3H6F2IN",
  "method": "the ωB97M-V functional and the def2-TZVPD basis",
  "e_lumo_ev": [-1.22, -1.22],
  "relative_energy_kj_mol": 138.7,
  "e_tot_ha": -669.9988,
  "homo_lumo_gap_ha": [0.2272, 0.2272],
  "homo_ha": [-0.2720, -0.2720],
  "elements": ["C", "C", "C", "N", "F", "F", "I", "H", "H", "H", "H", "H", "H"],
  "xyz": [[0.029, 0.663, -0.407], [-0.479, -1.494, 0.555], [-1.557, 0.613, 1.268], [-0.846, -0.088, 0.430], [-2.152, 0.098, 2.315], [-2.159, 1.722, 0.878], [1.478, 2.644, 1.869], [0.550, 0.063, -1.136], [-0.502, 1.632, -0.874], [0.815, 1.077, 0.085], [-0.741, -1.874, -0.426], [0.575, -1.685, 0.850], [-1.147, -2.102, 1.227]],
  "lowdin_charge": [-0.135, 0.011, -0.344, -0.082, 0.219, 0.191, -0.303, 0.101, 0.162, -0.166, 0.102, 0.127, 0.118]
}


# 18
{
  "formula": "C3H6F2N2O",
  "method": "the ωB97M-V functional and the def2-TZVPD basis",
  "e_lumo_ev": 0.83,
  "relative_energy_kj_mol": 239.7,
  "smiles": "N[C@@H](/C=N\\O)C(F)F",
  "e_tot_ha": -502.2833,
  "homo_lumo_gap_ha": 0.3731,
  "homo_ha": -0.3425,
  "elements": ["N", "C", "C", "N", "O", "C", "F", "F", "H", "H", "H", "H", "H", "H"],
  "xyz": [[-0.571, -0.747, -1.295], [-0.320, 0.559, -0.492], [-0.580, 0.503, 1.013], [-0.619, -0.589, 1.726], [-0.175, -1.739, 1.164], [1.110, 1.048, -0.588], [1.532, 1.961, 0.438], [1.806, -0.185, -0.488], [0.119, -1.533, -1.021], [-1.448, -1.156, -1.284], [-0.984, 1.269, -0.967], [-0.912, 1.499, 1.471], [-0.472, -2.272, 1.923], [1.513, 1.381, -1.600]],
  "lowdin_charge": [0.048, -0.262, -0.106, -0.032, -0.065, -0.251, 0.003, -0.018, 0.100, 0.029, 0.130, 0.139, 0.111, 0.173]
}


# 19
{
  "formula": "C3H6F2NP",
  "method": "the ωB97M-V functional and the def2-TZVPD basis",
  "e_lumo_ev": 0.63,
  "relative_energy_kj_mol": 87.7,
  "smiles": "N#CC(F)F.CP",
  "e_tot_ha": -713.6663,
  "homo_lumo_gap_ha": 0.3885,
  "homo_ha": -0.3653,
  "elements": ["N", "C", "C", "F", "F", "H", "C", "P", "H", "H", "H", "H", "H"],
  "xyz": [[-4.400, 1.276, -0.499], [-3.595, 0.503, -0.319], [-2.537, -0.434, 0.020], [-2.876, -0.978, 1.212], [-2.428, -1.460, -0.853], [-1.542, -0.100, 0.038], [2.698, 0.619, 0.554], [1.434, -0.403, -0.377], [3.174, 0.216, 1.343], [2.335, 1.560, 0.762], [3.507, 0.585, -0.150], [2.033, 0.110, -1.557], [2.196, -1.495, -0.174]],
  "lowdin_charge": [0.194, -0.106, -0.404, 0.074, 0.061, 0.074, -0.397, 0.765, -0.019, -0.006, 0.011, -0.102, -0.144]
}